Here is a cluster of 3 separate species, C3H8O3 in total from OMol25. Energies are from ωB97M-V/def2-TZVPD.

Geometry as ORCA input:
```
! RIJCOSX wB97M-V def2-TZVPD def2/J DEFGRID3
* xyz 0 1
O -1.63950 0.70307 -2.40551
C -0.62270 0.48793 -1.79965
C 0.47709 -0.93859 0.91307
O -0.53975 -0.54201 1.43717
C 1.63414 -0.00157 0.66893
O 1.27913 1.31860 0.94710
H -3.09727 -0.18944 -0.16403
H -0.05714 -0.45908 -1.93427
H -0.18553 1.20002 -1.07432
H 0.59954 -1.99482 0.60881
H -2.72589 -0.40812 0.44264
H 2.47324 -0.35044 1.29490
H 1.96264 -0.09557 -0.37608
H 0.44201 1.27002 1.44125
*
```

- Strongest force on any atom: 0.011 Eh/bohr
- SMILES string: [H][H].O=CCO.C=O
- HOMO-LUMO gap: 10.59 eV
- Relative energy (zero: lowest compared OMol25 entry of this formula, charge and spin): 72.6 kcal per mole
- E_LUMO: 0.4 eV

Results of the Löwdin charge analysis, in e, for atoms 1 through 6:
1 O -0.01
2 C -0.16
3 C -0.24
4 O 0.01
5 C -0.25
6 O -0.06

---

Here is the molecule C3H8O3 from OMol25. Energies are from ωB97M-V/def2-TZVPD.

Geometry as ORCA input:
```
! RIJCOSX wB97M-V def2-TZVPD def2/J DEFGRID3
* xyz 0 1
O 1.65405 1.52474 -0.22233
C 1.16567 0.19418 -0.30401
C -0.36061 0.20275 -0.47142
O -0.94684 1.08484 0.47204
C -0.94364 -1.17685 -0.18339
O -0.85504 -1.47439 1.19191
H 1.72538 1.77389 0.70851
H 1.62895 -0.27743 -1.18159
H 1.42658 -0.37994 0.59462
H -0.60209 0.51513 -1.50251
H -0.34204 1.84412 0.52652
H -1.98377 -1.20808 -0.53927
H -0.37578 -1.94261 -0.72619
H -1.19081 -0.68035 1.63712
*
```

- Strongest force on any atom: 0.010 Eh/bohr
- SMILES string: OCC(O)CO
- HOMO-LUMO gap: 10.81 eV
- Relative energy (zero: lowest compared OMol25 entry of this formula, charge and spin): 27.7 kcal per mole
- E_LUMO: 0.6 eV

Results of the Löwdin charge analysis, in e, for atoms 1 through 6:
1 O -0.06
2 C -0.20
3 C -0.36
4 O -0.03
5 C -0.22
6 O -0.06

---

Here is a structure of composition C3H8O3Tm from OMol25. Energies are from ωB97M-V/def2-TZVPD.

Geometry as ORCA input:
```
! RIJCOSX wB97M-V def2-TZVPD def2/J DEFGRID3
* xyz 1 3
O 1.67937 0.53892 0.76509
C 2.15172 -0.40474 -0.14136
C 1.20379 -0.74819 -1.29545
O 0.03714 -1.44606 -0.92424
C -1.06944 -0.61335 -0.46475
H 2.40107 -1.36176 0.36689
H 3.09526 -0.05970 -0.61729
H 1.75009 -1.39392 -2.00354
H 0.93236 0.17921 -1.83911
H -1.78164 -1.33544 -0.02830
H -1.56179 -0.20054 -1.37105
Tm -0.30267 0.91151 1.08822
H -3.36214 1.65046 1.62984
O -2.54998 1.74451 2.14769
H -2.62314 2.53909 2.68737
*
```

- Strongest force on any atom: 0.051 Eh/bohr
- HOMO-LUMO gap (spin up / spin down): 6.99 / 7.04 eV
- Relative energy (zero: lowest compared OMol25 entry of this formula, charge and spin): 7.8 kcal per mole
- Expectation value of S²: 2.00
- E_LUMO (spin up / spin down): -5.3 / -5.2 eV

Results of the Löwdin charge analysis, in e, for atoms 1 through 6:
1 O -0.41
2 C -0.32
3 C -0.25
4 O -0.23
5 C -0.33
6 H 0.13

---

Here is a structure of composition C3H8O3Yb from OMol25. Energies are from ωB97M-V/def2-TZVPD.

Geometry as ORCA input:
```
! RIJCOSX wB97M-V def2-TZVPD def2/J DEFGRID3
* xyz 1 2
O -0.03316 2.04944 0.86487
C -0.52843 1.46124 -0.34167
C -1.04885 0.08135 0.00887
O 0.11375 -0.69034 0.41235
C -0.14340 -1.95746 0.98253
Yb 1.68894 0.98197 0.75299
H -1.33842 2.06470 -0.78406
H -1.51837 -0.42524 -0.84951
H -1.72119 0.09441 0.88770
H -0.75755 -2.56150 0.29899
H 0.82273 -2.45054 1.13805
H -0.65199 -1.83825 1.95122
O 2.13319 1.25323 -1.59026
H 0.71960 1.40983 -1.52974
H 2.26316 0.52716 -2.20233
*
```

- Strongest force on any atom: 0.060 Eh/bohr
- HOMO-LUMO gap (spin up / spin down): 8.11 / 6.54 eV
- Relative energy (zero: lowest compared OMol25 entry of this formula, charge and spin): 46.3 kcal per mole
- Expectation value of S²: 0.76
- E_LUMO (spin up / spin down): -4.7 / -5.8 eV

Results of the Löwdin charge analysis, in e, for atoms 1 through 6:
1 O -0.32
2 C -0.29
3 C -0.19
4 O -0.36
5 C -0.06
6 Yb 1.59

---

Here is a structure of composition C3H8O6S2 from OMol25. Energies are from ωB97M-V/def2-TZVPD.

Geometry as ORCA input:
```
! RIJCOSX wB97M-V def2-TZVPD def2/J DEFGRID3
* xyz 0 1
O -0.80027 -0.18198 3.20418
O 1.25153 0.43285 2.10796
O -0.82952 1.69195 -1.55241
O 0.92054 0.23242 -0.82983
O -0.07610 -1.57622 1.14182
O 0.75756 2.62132 0.18086
C 1.14088 -2.24668 1.32866
C 1.79897 3.02063 -0.74474
C -1.14309 0.84436 0.84196
S -0.11954 -0.08274 1.92448
S -0.01797 1.26853 -0.39124
H 1.20575 -3.16061 0.71497
H 1.26642 -2.52961 2.39427
H 2.00393 -1.62625 0.98422
H 1.36650 3.22398 -1.72556
H 2.58171 2.26158 -0.82896
H 2.21173 3.95997 -0.40410
H -1.57210 1.70861 1.29788
H -1.89258 0.19223 0.40995
*
```

- Strongest force on any atom: 0.153 Eh/bohr
- HOMO-LUMO gap: 11.39 eV
- Relative energy (zero: lowest compared OMol25 entry of this formula, charge and spin): 0.0 kcal per mole
- E_LUMO: 0.4 eV

Results of the Löwdin charge analysis, in e, for atoms 1 through 6:
1 O -0.27
2 O -0.28
3 O -0.30
4 O -0.26
5 O -0.28
6 O -0.28

---

Here is a cluster of 2 separate species, C3H8OS in total from OMol25. Energies are from ωB97M-V/def2-TZVPD.

Geometry as ORCA input:
```
! RIJCOSX wB97M-V def2-TZVPD def2/J DEFGRID3
* xyz 0 1
C 1.03056 -0.02778 -1.80586
S 2.11088 0.64781 -0.48450
H 0.49695 0.82399 -2.22030
H 1.57449 -0.38009 -2.68630
H 0.37366 -0.75920 -1.36166
H 2.80383 -0.48947 -0.24483
C -1.71670 0.46681 0.72520
C -1.31331 -0.33549 1.72724
O 0.00879 -0.53984 2.01619
H -2.68618 0.23380 0.30752
H -1.10839 1.30508 0.40777
H -2.03774 -0.90634 2.28551
H 0.46316 -0.03928 1.33403
*
```

- Strongest force on any atom: 0.029 Eh/bohr
- SMILES string: C=CO.CS
- HOMO-LUMO gap: 9.54 eV
- Relative energy (zero: lowest compared OMol25 entry of this formula, charge and spin): 26.5 kcal per mole
- E_LUMO: 0.8 eV

Results of the Löwdin charge analysis, in e, for atoms 1 through 6:
1 C -0.46
2 S 0.64
3 H 0.02
4 H 0.03
5 H 0.02
6 H -0.13

---

Here is a cluster of 2 separate species, C3H8OS2 in total from OMol25. Energies are from ωB97M-V/def2-TZVPD.

Geometry as ORCA input:
```
! RIJCOSX wB97M-V def2-TZVPD def2/J DEFGRID3
* xyz 0 1
C 0.32842 -2.36199 -2.24372
S -0.15080 -0.61536 -1.99731
S 1.63968 0.39336 -1.71074
H 1.38500 -2.47344 -2.01997
H -0.09143 -2.65385 -3.15533
H -0.24005 -2.91895 -1.49193
H 2.15069 -0.35956 -0.72557
C -0.70676 2.06095 3.36527
C -1.68467 1.15631 3.35273
O -1.53330 -0.16469 3.25863
H -0.88692 3.01480 3.83721
H 0.27758 1.72897 3.04330
H -2.67522 1.54698 3.57518
H -0.62645 -0.46805 3.21475
*
```

- Strongest force on any atom: 0.044 Eh/bohr
- SMILES string: C=CO.CSS
- HOMO-LUMO gap: 9.06 eV
- Relative energy (zero: lowest compared OMol25 entry of this formula, charge and spin): 34.4 kcal per mole
- E_LUMO: 0.5 eV

Results of the Löwdin charge analysis, in e, for atoms 1 through 6:
1 C -0.45
2 S 0.34
3 S 0.27
4 H 0.02
5 H 0.00
6 H 0.03

---

Here is a cluster of 2 separate species, C3H8OS2 in total from OMol25. Energies are from ωB97M-V/def2-TZVPD.

Geometry as ORCA input:
```
! RIJCOSX wB97M-V def2-TZVPD def2/J DEFGRID3
* xyz 0 1
C -1.71742 -0.45274 -1.36448
S -1.14440 1.28033 -1.46905
S 0.34900 1.41836 0.09396
H -2.47494 -0.71912 -2.20573
H -0.80707 -1.04994 -1.47763
H -2.01301 -0.72546 -0.32979
H 0.92936 0.27477 -0.61724
C 1.34636 -2.39382 0.51079
C 0.74251 -1.46522 1.31282
O 1.27543 -0.99881 2.51490
H 0.87745 -2.60791 -0.42925
H 2.17437 -2.92769 0.85460
H -0.34255 -1.22590 1.08784
H 1.95051 -0.33680 2.24461
*
```

- Strongest force on any atom: 0.070 Eh/bohr
- SMILES string: C=CO.CSS
- HOMO-LUMO gap: 8.80 eV
- Relative energy (zero: lowest compared OMol25 entry of this formula, charge and spin): 49.2 kcal per mole
- E_LUMO: 0.0 eV

Results of the Löwdin charge analysis, in e, for atoms 1 through 6:
1 C -0.50
2 S 0.34
3 S 0.28
4 H 0.08
5 H -0.01
6 H 0.03

---

Here is the molecule C3H8OS2 from OMol25. Energies are from ωB97M-V/def2-TZVPD.

Geometry as ORCA input:
```
! RIJCOSX wB97M-V def2-TZVPD def2/J DEFGRID3
* xyz 0 1
C -0.65056 -0.48238 -0.03855
C 0.34275 -1.48775 -0.60235
O -0.21831 -2.75434 -0.90954
C -0.06532 0.92764 -0.02970
S -1.05818 2.09684 0.97096
S 0.24335 3.02232 2.26275
H -0.76638 -0.74645 0.98935
H -1.57824 -0.47656 -0.60639
H 0.76260 -1.09814 -1.54287
H 1.19148 -1.56413 0.07223
H -0.59709 -2.67494 -1.79299
H 0.03575 1.36464 -1.01930
H 0.87889 0.86284 0.51505
H 1.47925 3.01043 1.73135
*
```

- Strongest force on any atom: 0.031 Eh/bohr
- SMILES string: OCCCSS
- HOMO-LUMO gap: 8.70 eV
- Relative energy (zero: lowest compared OMol25 entry of this formula, charge and spin): 16.5 kcal per mole
- E_LUMO: 0.5 eV

Results of the Löwdin charge analysis, in e, for atoms 1 through 6:
1 C -0.26
2 C -0.29
3 O -0.06
4 C -0.55
5 S 0.40
6 S 0.27

---

Here is the molecule C3H8OSi from OMol25. Energies are from ωB97M-V/def2-TZVPD.

Geometry as ORCA input:
```
! RIJCOSX wB97M-V def2-TZVPD def2/J DEFGRID3
* xyz 0 1
C 2.26194 0.59971 -0.56933
C 1.29248 0.06794 0.13190
C -0.04999 0.62941 0.16655
O -0.27199 1.58206 -0.85259
Si -1.75890 -0.62012 0.35047
H 3.29290 0.21857 -0.64238
H 2.05896 1.39955 -1.25311
H 1.57612 -0.72986 0.74608
H -0.12071 1.27304 1.15067
H 0.54259 2.15031 -0.97088
H -2.92514 0.25287 0.34433
H -1.51016 -1.78763 1.14497
H -1.86222 -1.27915 -0.99478
*
```

- Strongest force on any atom: 0.080 Eh/bohr
- SMILES string: C=C[C@@H](O)[SiH3]
- HOMO-LUMO gap: 10.09 eV
- Relative energy (zero: lowest compared OMol25 entry of this formula, charge and spin): 66.5 kcal per mole
- E_LUMO: 0.9 eV

Results of the Löwdin charge analysis, in e, for atoms 1 through 6:
1 C 0.00
2 C -0.21
3 C -0.52
4 O -0.14
5 Si 0.75
6 H 0.07

---

relative energy (zero: lowest compared OMol25 entry of this formula, charge and spin) of number 9 (C3H8OS2)?
16.5 kcal per mole